No. 1
# C3H6N2O2

A structure of composition C3H6N2O2 in a non-equilibrium geometry (ωB97M-V with the def2-TZVPD basis set, the Open Molecules 2025 dataset).

**Max |F|**: 4.7 eV/Å
**Energy relative to the best compared isomer or geometry (same formula, charge and spin)**: 859.5 kJ/mol
**HOMO**: -0.3563 Eh
**DFT total energy**: -377.6320 Eh

Element x y z (Å)
C  3.09838  -0.24160  0.19005
C  -0.15530  0.76535  -0.03770
C  -0.90249  -0.54829  -0.16772
H  3.67127  -0.28641  -0.84410
H  3.71991  -1.10537  1.00807
H  2.96906  1.08309  0.72981
H  -0.77564  1.64081  0.23259
H  -0.12597  -1.44362  -0.17601
H  -3.76356  -0.18359  0.04266
N  1.06863  0.88214  -0.34134
N  -2.16523  -0.81329  -0.11969
O  1.69087  -0.38750  0.01827
O  -2.97366  0.38255  0.27253

Charges in e, computed with natural (NBO), in the same order as the atoms: C -0.2826; C 0.0131; C -0.0278; H 0.1895; H 0.2228; H 0.1878; H 0.2269; H 0.2453; H 0.4904; N -0.0854; N -0.1179; O -0.4709; O -0.5910


No. 2
# C3H6N2O2

An isolated molecule of C3H6N2O2 in a non-equilibrium geometry (ωB97M-V with the def2-TZVPD basis set, the Open Molecules 2025 dataset).

**Max |F|**: 2.8 eV/Å
**Energy relative to the best compared isomer or geometry (same formula, charge and spin)**: 475.1 kJ/mol
**HOMO**: -0.2988 Eh
**SMILES**: N[C@@]12N[C@@H]1O[C@@H]2O
**DFT total energy**: -377.7784 Eh

Element x y z (Å)
N  -0.79698  0.88521  1.14001
C  0.09274  0.34497  0.10678
N  1.11630  1.26824  -0.28911
C  -1.44586  0.35648  -0.03586
C  0.11928  -1.09298  -0.24183
O  0.94104  -1.93201  0.49077
O  -1.56090  -1.01293  -0.07039
H  0.68438  -2.83715  0.25618
H  -0.75527  1.90119  1.05402
H  1.58920  1.63794  0.53419
H  1.83360  0.82196  -0.85505
H  -1.88479  1.00377  -0.78936
H  0.06725  -1.34467  -1.30033

Charges in e, computed with natural (NBO), in the same order as the atoms: N -0.5937; C 0.1243; N -0.8262; C 0.2010; C 0.3648; O -0.6693; O -0.5504; H 0.4847; H 0.3680; H 0.3659; H 0.3685; H 0.1838; H 0.1787